This record from the Open Molecules 2025 dataset describes a cluster of 2 separate species, C2H4O2 in total. The level of theory is ωB97M-V/def2-TZVPD.

charge: 0
relative energy (zero: lowest compared OMol25 entry of this formula, charge and spin): 282.7 kJ/mol
HOMO level: -10.4213 eV
spin multiplicity: 1
frontier orbital gap: 10.46 eV
lowest unoccupied orbital energy: 0.041 eV

The geometry in XYZ format:
```
8
C2H4O2 | the Open Molecules 2025 dataset | ωB97M-V/def2-TZVPD
H -0.99 -0.05 -0.21
C 1.61 0.89 0.55
O 2.15 1.90 1.12
H 0.71 0.81 -0.11
O -2.70 -1.11 -0.08
H -1.21 -1.46 -1.43
H 2.09 -0.15 0.73
C -1.65 -0.83 -0.57
```

This record from the Open Molecules 2025 dataset describes a structure of composition C21H25GeN3O4RhS. The level of theory is ωB97M-V/def2-TZVPD.

charge: +1
relative energy (zero: lowest compared OMol25 entry of this formula, charge and spin): 64.8 kJ/mol
HOMO level (alpha / beta): -11.6215 / -12.4971 eV
spin multiplicity: 5
frontier orbital gap (alpha / beta): 9.02 / 6.96 eV
expectation value of S²: 6.008
lowest unoccupied orbital energy (alpha / beta): -2.601 / -5.540 eV

The geometry in XYZ format:
```
56
C21H25GeN3O4RhS | the Open Molecules 2025 dataset | ωB97M-V/def2-TZVPD
C -2.68 4.24 0.50
O 5.04 -1.37 3.13
H -1.99 -5.17 -1.96
C 2.26 4.51 -2.04
N 1.86 -1.96 0.18
H -2.07 -3.95 2.33
H -2.81 -1.00 0.73
H -2.59 1.49 -2.22
C 3.20 3.62 -0.01
Rh -0.24 -1.52 0.62
C -3.78 3.01 -1.26
N 0.11 0.59 0.43
H -4.80 -4.72 -0.11
C -1.72 -4.37 1.39
S -0.10 1.48 -0.89
H -0.63 -4.24 1.35
C 1.81 -1.77 2.59
C 1.21 2.68 -0.92
C 1.23 3.58 -1.98
C -4.52 -3.67 -0.03
H -1.91 -5.44 1.40
C 5.15 -1.35 1.81
H 2.29 5.22 -2.86
H 0.46 3.56 -2.75
C 2.18 2.68 0.06
H 4.04 5.26 -1.11
H -4.88 -3.28 0.92
H -0.64 3.71 0.90
O 2.43 -1.72 3.63
C 3.92 -1.60 0.99
H -0.74 -3.95 -1.77
H -2.24 -3.55 -2.63
C -2.62 2.26 -1.46
H 2.16 1.95 0.86
C -1.52 2.52 -0.67
H -0.08 1.11 1.29
O 0.51 -1.78 2.50
H -4.98 -3.12 -0.85
C -2.25 -1.54 -0.04
H -2.35 -1.04 -1.01
C -1.52 3.50 0.31
C 3.24 4.53 -1.05
C 2.56 -1.78 1.29
C -3.80 3.99 -0.28
H 4.12 -1.60 3.41
H 3.97 3.63 0.75
O 6.19 -1.15 1.25
C 3.98 -1.68 -0.38
H -2.71 5.01 1.26
Ge -2.60 -3.52 -0.12
C -1.82 -4.11 -1.79
H 4.84 -1.62 -1.03
H -4.65 2.83 -1.88
H -4.70 4.57 -0.13
H 2.43 -2.04 -1.78
N 2.74 -1.90 -0.83
```

This record from the Open Molecules 2025 dataset describes an isolated molecule of C4HNO3. The level of theory is ωB97M-V/def2-TZVPD.

charge: 0
relative energy (zero: lowest compared OMol25 entry of this formula, charge and spin): 321.5 kJ/mol
HOMO level: -11.0118 eV
spin multiplicity: 1
frontier orbital gap: 8.36 eV
lowest unoccupied orbital energy: -2.656 eV

The geometry in XYZ format:
```
9
C4HNO3 | the Open Molecules 2025 dataset | ωB97M-V/def2-TZVPD
O 0.13 1.97 0.72
O 2.17 0.08 -0.69
C -0.03 1.01 -0.02
C 0.70 -1.38 0.31
C 1.06 -0.01 -0.11
C -1.44 0.45 -0.26
H 1.66 -2.08 0.25
O -0.58 -1.75 0.53
N -2.46 -0.11 -0.61
```

This record from the Open Molecules 2025 dataset describes a structure of composition C22H15IN4O6RuS4Te. The level of theory is ωB97M-V/def2-TZVPD.

charge: -2
relative energy (zero: lowest compared OMol25 entry of this formula, charge and spin): 5.1 kJ/mol
HOMO level (alpha / beta): -0.5905 / -2.8138 eV
spin multiplicity: 5
frontier orbital gap (alpha / beta): 4.27 / 6.44 eV
expectation value of S²: 6.055
lowest unoccupied orbital energy (alpha / beta): 3.682 / 3.623 eV

The geometry in XYZ format:
```
54
C22H15IN4O6RuS4Te | the Open Molecules 2025 dataset | ωB97M-V/def2-TZVPD
H 0.32 -2.22 5.80
O 3.28 -5.61 -0.80
S -1.81 -2.83 -0.17
C 0.78 0.34 -3.78
C 2.98 -3.47 0.84
H 3.81 -1.39 3.39
C -0.50 5.09 2.42
O 6.50 -4.10 4.24
C -1.50 -0.53 -2.59
C -2.60 6.13 2.99
O 4.83 -6.47 0.41
S -1.67 2.37 -0.16
C 0.62 -1.43 5.11
C -3.37 -2.25 0.24
H -2.31 -0.78 -4.55
C -1.28 6.23 2.57
S -4.82 -3.02 -0.01
N -0.87 -1.40 2.98
Te 0.19 2.07 2.50
H 1.66 -1.56 4.83
H -2.77 2.76 3.32
O 1.00 -1.56 0.61
H -0.86 7.21 2.35
H -0.19 -0.03 -5.66
H -2.39 -0.86 -2.08
C -3.13 4.87 3.26
C 2.94 -2.37 1.69
O 1.89 -0.33 2.25
C -0.28 -0.06 -4.58
C 3.83 -2.25 2.75
H 5.58 -5.14 2.28
Ru -0.94 -0.71 0.61
C -2.34 3.74 3.12
S -3.27 -0.59 0.78
C -0.22 -1.44 3.92
H -4.16 4.77 3.58
C 4.84 -4.37 2.12
N 4.03 -5.58 0.16
N -0.48 -0.17 -1.81
H 0.51 -0.46 5.60
C -1.45 -0.48 -3.97
C 0.61 0.27 -2.40
H 2.28 -3.56 0.02
C -1.02 3.83 2.69
C 1.89 -1.30 1.49
C -0.89 1.32 0.81
H 1.70 0.69 -4.20
O 5.53 -2.20 4.85
I 2.17 1.01 -1.20
C 4.78 -3.27 2.98
N 5.64 -3.19 4.06
C 3.95 -4.44 1.06
H -3.21 7.01 3.10
H 0.52 5.18 2.07
```